A molecular structure, C26H72F6N2O14S2 in a non-equilibrium geometry, computed with ωB97M-V/def2-TZVPD.

Geometry as XYZ:
```
122
Properties=species:S:1:pos:R:3
S -1.817 -0.362 -2.738
S -0.245 -0.272 -0.558
F -3.083 -2.679 -1.918
F 1.967 -1.841 -0.539
F -1.715 -2.786 -3.706
F 1.868 -0.532 1.076
F 2.450 0.220 -0.964
F -3.700 -1.963 -3.894
O -0.967 -0.868 0.558
O 0.035 -2.623 5.248
O 3.441 4.974 1.388
O -2.617 0.484 -1.889
O -1.044 -4.715 -0.944
O 7.260 -1.836 1.563
O 1.169 -4.530 3.856
O -4.464 2.218 0.541
O -0.377 1.183 -0.677
O -1.563 0.189 -4.081
O -2.916 3.397 2.469
O -3.448 2.011 -5.668
O 1.395 2.624 -5.224
O -0.261 -2.323 -5.916
N 1.107 -2.045 -3.751
N -0.467 -0.986 -1.940
C -1.520 3.401 2.218
C 2.963 -4.958 2.342
C -1.322 3.677 0.724
C -5.867 1.757 2.438
C 5.884 -1.659 1.721
C 5.607 -0.314 2.474
C -1.280 -2.634 4.771
C 1.774 1.866 -3.082
C 5.275 -1.879 0.361
C -2.009 -1.448 5.498
C -4.675 1.280 -5.628
C -0.948 2.083 2.692
C -4.763 0.102 -6.539
C -1.156 -2.261 3.329
C 2.299 -3.910 3.224
C -5.159 1.173 1.254
C 1.693 -0.609 -0.198
C 4.375 3.318 2.765
C -4.222 -0.076 1.442
C -2.685 -2.097 -3.054
C 3.727 2.660 0.457
C 3.230 -3.366 4.421
C -0.209 3.201 -3.769
C 4.211 3.793 1.315
C 1.228 2.969 -3.934
C -4.902 0.918 -4.180
H -1.370 1.182 2.247
H -5.329 2.050 -6.036
H -2.141 -1.663 6.559
H -0.815 2.454 -4.281
H -0.147 -2.363 6.154
H -0.337 3.329 0.412
H -0.025 -1.961 -6.770
H -6.842 2.177 2.193
H 4.601 -0.108 2.840
H 1.927 2.296 -2.092
H -4.813 -0.870 1.899
H -3.809 -0.470 0.513
H 4.665 2.286 2.965
H 4.284 -3.553 4.215
H -1.696 -3.641 4.760
H -5.978 0.864 0.606
H 3.091 2.001 1.047
H 0.721 -3.959 4.484
H 3.235 -5.885 2.846
H -3.007 -1.394 5.063
H 0.123 1.977 2.523
H -4.350 0.050 -3.819
H 5.725 -2.519 2.371
H -2.712 1.516 -5.299
H 7.545 -1.053 1.087
H 3.405 3.019 -0.521
H 0.771 3.022 -5.836
H -1.508 4.718 0.459
H 3.056 5.068 2.262
H 3.393 3.400 3.229
H 1.893 -3.041 2.707
H -0.770 -1.262 3.124
H -5.996 1.083 3.284
H 3.133 -2.280 4.391
H 1.451 -1.252 -4.273
H -4.031 -0.675 -6.323
H 3.025 -3.873 5.364
H 5.358 -1.018 -0.301
H 5.169 4.149 0.938
H 5.061 3.939 3.341
H 0.627 -1.669 -2.946
H 2.273 -5.170 1.525
H 4.248 -2.196 0.541
H 6.262 0.052 3.265
H -1.195 -2.136 -5.826
H 5.708 0.514 1.772
H -4.680 1.743 -3.502
H -0.552 3.112 -2.738
H -3.333 0.252 1.980
H 2.751 1.481 -3.373
H -1.524 -0.472 5.467
H -5.445 2.685 2.823
H -1.961 -4.535 -1.152
H 3.893 -4.609 1.894
H -3.388 3.065 1.702
H -5.775 -0.281 -6.409
H -0.482 -2.974 2.855
H 5.758 -2.640 -0.252
H -1.090 4.184 2.842
H -5.963 0.676 -4.116
H -4.709 0.376 -7.593
H -0.526 4.122 -4.259
H -4.197 1.980 -0.349
H -0.780 -3.991 -0.376
H -2.137 -2.140 2.871
H 1.833 -2.690 -3.473
H 4.584 2.046 0.179
H -0.944 1.972 3.777
H 1.057 1.059 -2.931
H 0.391 -2.399 -4.368
H 1.874 3.824 -3.732
H -2.088 3.091 0.217
```

Multiplicity: 2
Frontier orbital gap (alpha / beta) in eV: 9.02 / 2.66
Charge: +1
Electronic energy in eV: -97736.649
Lowest unoccupied orbital energy (alpha / beta) in eV: -2.07 / -8.42
HOMO level (alpha / beta) in eV: -11.08 / -11.08